[1]
Molecular formula: C10H7F6NO2
Method: DFT, ωB97M-V/def2-TZVPD

Last column: Mulliken charge in e.
Positions of all 26 atoms, in Å:
O: 3.661 -1.907 2.999  -0.50
C: 2.801 -1.088 2.656  -0.26
C: 2.097 -1.189 1.324  0.15
C: 2.314 -2.258 0.438  -0.19
C: 1.698 -2.295 -0.801  -0.68
C: 0.910 -1.221 -1.143  -0.06
C: 0.767 -0.123 -0.285  0.52
C: 0.038 1.162 -0.621  -1.51
C: -1.533 0.968 -0.682  0.72
O: -1.852 0.080 -1.765  -0.63
C: -2.106 0.483 0.738  0.68
F: -1.674 -0.790 1.007  -0.25
F: -3.459 0.494 0.726  -0.24
F: -1.652 1.316 1.721  -0.25
C: -2.149 2.377 -0.984  0.59
F: -3.476 2.214 -1.205  -0.27
F: -1.933 3.306 -0.039  -0.24
F: -1.674 2.845 -2.141  -0.28
N: 1.374 -0.121 0.929  -0.35
H: 2.656 -0.219 3.279  0.42
H: 3.016 -3.034 0.743  0.43
H: 1.822 -3.135 -1.481  0.42
H: 0.408 -1.193 -2.129  0.40
H: 0.299 1.906 0.111  0.43
H: 0.460 1.500 -1.611  0.51
H: -2.814 -0.077 -1.783  0.44

Calculated values
M = 287.159 g/mol
SMILES = O=Cc1cccc(CC(O)(C(F)(F)F)C(F)(F)F)n1
Kohn-Sham gap = 9.62 eV
max |F| = 3.05 eV/A
energy above the lowest of the compared OMol25 structures with the same formula, charge and spin = 0.0 kcal/mol

[2]
Molecular formula: C3H13NO3
Method: DFT, ωB97M-V/def2-TZVPD

Last column: Mulliken charge in e.
Positions of all 20 atoms, in Å:
C: 1.773 0.814 2.045  -1.17
C: 1.044 -0.486 1.592  -0.61
C: 0.863 0.013 -0.348  -0.10
N: -0.015 -0.449 0.510  -0.67
H: 2.654 1.020 1.432  0.33
H: 2.137 0.731 3.067  0.37
H: 1.116 1.683 1.959  0.32
H: 1.835 -1.233 1.405  0.38
H: 0.536 -0.846 2.490  0.38
H: 1.498 -0.668 -0.931  0.29
H: 0.955 1.085 -0.570  0.28
H: -1.205 0.689 0.028  0.56
H: -2.644 1.283 0.161  0.29
O: -1.879 1.285 -0.403  -0.76
H: -1.276 -1.884 -2.034  0.35
H: -0.601 -1.920 -0.649  0.42
O: -0.893 -2.498 -1.374  -0.71
H: -1.929 0.612 -1.995  0.41
H: -2.085 0.682 -3.555  0.30
O: -1.883 0.089 -2.829  -0.67

Calculated values
M = 111.141 g/mol
Kohn-Sham gap = 8.00 eV
max |F| = 2.45 eV/A
energy above the lowest of the compared OMol25 structures with the same formula, charge and spin = 86.6 kcal/mol

[3]
Molecular formula: C3H9N3O2
Method: DFT, ωB97M-V/def2-TZVPD

Last column: Mulliken charge in e.
Positions of all 17 atoms, in Å:
N: -0.639 1.724 -1.194  -0.52
C: -0.744 0.501 -1.788  0.60
N: -1.997 -0.073 -1.643  -0.46
O: 0.183 -0.055 -2.384  -0.63
H: -1.146 1.855 -0.336  0.27
H: 0.334 2.075 -1.133  0.26
H: -2.793 0.574 -1.549  0.24
H: -2.167 -0.819 -2.329  0.26
C: 0.609 -1.666 1.119  -0.64
N: 1.537 -0.543 1.186  -0.19
C: 1.232 0.596 1.899  -0.01
O: 0.220 0.727 2.591  -0.58
H: 0.087 -1.732 2.088  0.27
H: 1.178 -2.604 0.978  0.29
H: -0.113 -1.514 0.301  0.18
H: 2.240 -0.439 0.408  0.27
H: 1.979 1.392 1.786  0.41

Calculated values
M = 119.124 g/mol
SMILES = NC(N)=O.CNC=O
Kohn-Sham gap = 10.46 eV
max |F| = 1.85 eV/A
energy above the lowest of the compared OMol25 structures with the same formula, charge and spin = 17.2 kcal/mol

[4]
Molecular formula: C35H30N4O5RuS
Method: DFT, ωB97M-V/def2-TZVPD

Last column: Mulliken charge in e.
Positions of all 76 atoms, in Å:
Ru: 0.707 0.027 -0.944  0.83
O: 1.047 -2.546 -4.726  -0.45
C: 1.260 -1.694 -3.733  -0.06
O: 1.086 -0.506 -3.786  -0.43
C: 1.782 -2.368 -2.505  0.58
C: 2.354 -3.623 -2.561  -0.66
C: 2.947 -4.163 -1.426  -0.60
C: 2.981 -3.410 -0.271  -0.81
C: 2.385 -2.164 -0.272  0.32
N: 1.768 -1.659 -1.353  0.85
C: 2.468 -1.237 0.904  0.06
O: 3.001 -1.569 1.930  -0.67
O: 1.955 -0.076 0.631  0.08
H: 0.756 -2.058 -5.513  0.39
H: 2.347 -4.154 -3.502  0.60
H: 3.393 -5.148 -1.462  0.51
H: 3.458 -3.738 0.644  0.61
N: -2.029 2.045 -3.472  -0.01
C: -0.892 1.870 -2.793  -1.04
N: -0.848 0.689 -2.202  0.59
C: -2.039 0.038 -2.540  0.22
C: -2.494 -1.245 -2.247  -0.23
C: -3.727 -1.607 -2.750  -0.92
C: -4.489 -0.728 -3.536  -0.57
C: -4.036 0.536 -3.853  -1.11
C: -2.795 0.893 -3.339  0.79
H: -2.267 2.870 -3.999  0.27
H: -0.111 2.612 -2.761  0.64
H: -1.912 -1.933 -1.652  0.37
H: -4.116 -2.594 -2.538  0.50
H: -5.450 -1.054 -3.909  0.43
H: -4.618 1.209 -4.468  0.45
C: 1.908 4.536 4.249  -1.49
C: 2.017 4.115 2.813  0.75
C: 2.979 3.178 2.423  -0.87
C: 3.086 2.767 1.112  -0.38
C: 2.207 3.295 0.170  1.13
C: 1.233 4.221 0.531  -0.69
C: 1.150 4.631 1.852  -0.65
S: 2.246 2.840 -1.522  0.14
C: 3.946 3.114 -1.961  -1.20
O: 2.174 1.291 -1.599  -0.46
H: 2.877 4.514 4.743  0.43
H: 1.252 3.848 4.789  0.23
H: 1.491 5.537 4.342  0.41
H: 3.655 2.771 3.164  0.41
H: 3.825 2.029 0.832  0.17
H: 0.564 4.633 -0.215  0.47
H: 0.412 5.370 2.137  0.42
H: 4.586 2.566 -1.273  0.35
H: 4.135 4.185 -1.904  0.45
H: 4.071 2.757 -2.981  0.47
N: -0.455 -0.786 0.127  0.29
C: -1.129 -1.121 1.138  -0.25
C: -1.057 -0.296 2.362  0.67
C: -0.880 1.083 2.277  -0.31
C: -0.792 1.833 3.435  -0.68
C: -0.858 1.207 4.674  -0.60
C: -1.018 -0.170 4.758  -0.97
C: -1.128 -0.926 3.603  -0.48
C: -1.962 -2.341 1.052  0.51
C: -3.249 -2.327 1.583  -0.45
C: -4.045 -3.455 1.467  -0.85
C: -3.554 -4.592 0.838  -0.55
C: -2.264 -4.609 0.321  -0.82
C: -1.468 -3.481 0.419  0.01
H: -0.849 1.571 1.310  0.37
H: -0.683 2.907 3.372  0.71
H: -0.793 1.795 5.580  0.46
H: -1.065 -0.654 5.724  0.44
H: -1.255 -1.999 3.662  0.59
H: -3.623 -1.438 2.075  0.57
H: -5.048 -3.450 1.872  0.45
H: -4.176 -5.474 0.761  0.45
H: -1.881 -5.505 -0.147  0.46
H: -0.453 -3.488 0.038  0.38

Calculated values
M = 719.785 g/mol
Kohn-Sham gap (alpha / beta) = 6.88 / 6.88 eV
charge = +2
max |F| = 0.37 eV/A
energy above the lowest of the compared OMol25 structures with the same formula, charge and spin = 25.0 kcal/mol

[5]
Molecular formula: C3H4N2
Method: DFT, ωB97M-V/def2-TZVPD

Last column: Mulliken charge in e.
Positions of all 9 atoms, in Å:
N: 1.935 -0.875 -0.945  -0.49
C: 1.371 0.048 -0.530  0.33
C: 0.194 0.766 -0.048  -0.12
C: -0.873 -0.303 -0.154  -0.39
N: -0.470 0.239 1.123  -0.47
H: 0.087 1.836 -0.221  0.36
H: -1.907 -0.139 -0.437  0.26
H: -0.421 -1.235 -0.536  0.24
H: 0.083 -0.337 1.746  0.27

Calculated values
M = 68.079 g/mol
SMILES = N#C[C@H]1CN1
Kohn-Sham gap = 11.36 eV
max |F| = 1.36 eV/A
energy above the lowest of the compared OMol25 structures with the same formula, charge and spin = 48.0 kcal/mol

[6]
Molecular formula: C16H48NO5P
Method: DFT, ωB97M-V/def2-TZVPD

Last column: Mulliken charge in e.
Positions of all 71 atoms, in Å:
N: -1.813 -1.854 2.270  -0.68
C: -0.932 -2.871 1.544  -0.39
P: 0.455 -1.824 0.681  0.57
H: -1.169 -1.418 2.974  0.24
H: -2.104 -1.072 1.636  0.28
H: -1.516 -3.566 0.806  0.13
H: -0.490 -3.570 2.398  0.25
H: 1.192 -3.041 0.367  -0.04
H: 0.776 -1.141 1.908  -0.09
H: -0.532 -1.238 -0.193  -0.09
H: 1.470 -1.105 -0.075  -0.19
C: -2.556 2.120 -2.578  -1.19
C: -1.920 0.745 -2.449  0.44
C: -2.320 -0.161 -3.602  -1.31
O: -2.324 0.150 -1.219  -0.47
H: -3.649 2.048 -2.562  0.35
H: -2.269 2.757 -1.734  0.32
H: -2.251 2.610 -3.507  0.25
H: -0.829 0.845 -2.421  0.25
H: -3.405 -0.313 -3.623  0.33
H: -1.865 -1.151 -3.490  0.33
H: -2.008 0.261 -4.563  0.37
H: -3.291 0.057 -1.234  0.31
C: 6.003 -1.026 -0.164  -1.31
C: 4.725 -0.228 0.043  0.26
C: 4.243 -0.317 1.482  -0.81
O: 3.711 -0.726 -0.826  -0.55
H: 5.841 -2.088 0.052  0.32
H: 6.331 -0.963 -1.207  0.33
H: 6.807 -0.657 0.479  0.37
H: 4.899 0.820 -0.223  0.28
H: 4.019 -1.354 1.757  0.28
H: 3.316 0.252 1.613  0.08
H: 4.995 0.073 2.175  0.35
H: 3.550 -1.656 -0.598  0.36
C: 4.066 2.988 4.120  -1.27
C: 2.723 2.340 3.821  0.58
C: 1.620 2.926 4.688  -1.41
O: 2.813 0.937 4.055  -0.51
H: 4.358 2.821 5.163  0.33
H: 4.852 2.548 3.498  0.28
H: 4.034 4.066 3.934  0.38
H: 2.474 2.481 2.764  0.27
H: 1.825 2.757 5.751  0.35
H: 0.662 2.442 4.471  0.34
H: 1.515 4.002 4.520  0.37
H: 3.034 0.803 4.992  0.31
C: -1.405 -7.496 2.247  -1.19
C: -2.375 -6.971 1.201  0.46
C: -3.587 -6.319 1.847  -1.22
O: -2.804 -8.048 0.372  -0.57
H: -1.879 -8.258 2.874  0.33
H: -0.543 -7.974 1.767  0.33
H: -1.044 -6.688 2.891  0.32
H: -1.866 -6.245 0.557  0.18
H: -4.139 -7.040 2.460  0.38
H: -4.283 -5.957 1.082  0.30
H: -3.292 -5.476 2.479  0.34
H: -3.257 -8.698 0.935  0.36
C: -3.141 6.535 -5.889  -1.38
C: -2.603 5.722 -4.722  0.51
C: -1.875 6.605 -3.721  -1.23
O: -1.708 4.728 -5.212  -0.54
H: -2.326 7.028 -6.432  0.34
H: -3.651 5.885 -6.608  0.34
H: -3.845 7.299 -5.546  0.36
H: -3.429 5.203 -4.224  0.28
H: -1.016 7.101 -4.186  0.31
H: -1.483 6.005 -2.893  0.31
H: -2.542 7.372 -3.313  0.37
H: -0.971 5.180 -5.657  0.34

Calculated values
M = 365.536 g/mol
SMILES = NC[PH4].CC(C)O.CC(C)O.CC(C)O.CC(C)O.CC(C)O
Kohn-Sham gap = 8.21 eV
max |F| = 2.33 eV/A
energy above the lowest of the compared OMol25 structures with the same formula, charge and spin = 15.7 kcal/mol